No. 1
The following is a quantum chemistry calculation of a single C7H10OSi molecule at a distorted geometry, from the Open Molecules 2025 dataset.

Cartesian coordinates (Å):
C 1.981 -0.916 -0.643
C 1.405 -1.980 -0.053
C 1.661 0.437 -0.264
C 0.223 -2.091 0.825
C 0.546 0.969 0.256
C -0.926 -1.603 0.612
C 0.052 2.254 0.710
O -2.550 0.805 0.197
Si -1.783 -0.402 -0.624
H 2.623 -1.043 -1.450
H 1.547 -3.060 -0.448
H 2.451 1.118 -0.626
H 0.434 -2.976 1.583
H -1.038 2.181 0.992
H 0.763 2.639 1.496
H -0.113 3.054 -0.127
H -3.065 1.603 0.359
H -1.200 0.153 -1.860
H -3.011 -1.140 -0.934

Cartesian forces (eV/Å) of the 2 atoms listed first:
C -2.22 -1.14 1.97
C -0.08 -1.76 -1.95

Energy relative to the best compared isomer or geometry (same formula, charge and spin) (kcal per mole): 121.1
Highest occupied orbital energy (spin up / spin down) (eV): -8.40 / -8.32
Molecular weight (g/mol): 138.24
Orbital gap (spin up / spin down) (eV): 8.055 / 7.806
Total energy (eV): -17339.8017



No. 2
The following is a quantum chemistry calculation of 2 unconnected molecules or ions with the total composition C7H10OSi at a distorted geometry, from the Open Molecules 2025 dataset.

Cartesian coordinates (Å):
C 1.100 0.046 -2.500
C 2.571 -1.630 1.451
C 1.104 0.071 -1.208
C 1.903 -0.863 0.815
C -2.560 -0.889 0.645
C -1.483 -1.525 0.233
C 1.139 0.103 0.103
O 0.488 1.006 0.882
Si -0.234 2.417 0.537
H 1.842 0.572 -3.083
H 3.140 -2.325 1.995
H 0.364 -0.514 -3.065
H -3.237 -0.388 -0.030
H -2.818 -0.834 1.691
H -0.818 -2.022 0.921
H -1.219 -1.590 -0.810
H 0.781 3.432 0.242
H -0.932 2.630 1.797
H -1.130 2.303 -0.614

Cartesian forces (eV/Å) of the 2 atoms listed first:
C -0.06 -0.09 -0.41
C -0.45 0.36 -0.42

Energy relative to the best compared isomer or geometry (same formula, charge and spin) (kcal per mole): 76.5
Highest occupied orbital energy (eV): -8.81
Molecular weight (g/mol): 138.24
Orbital gap (eV): 9.686
Total energy (eV): -17341.7340



No. 3
The following is a quantum chemistry calculation of a molecular structure, C7H10S at a distorted geometry, from the Open Molecules 2025 dataset.

Cartesian coordinates (Å):
C 0.855 1.424 -1.090
C 2.628 -0.084 0.485
C -1.598 0.768 0.761
C 0.526 -1.182 -0.951
C -1.363 0.559 -0.691
C -0.915 -0.862 -0.505
C -0.682 -0.409 0.977
S 1.055 0.224 0.007
H 0.885 2.440 -0.678
H 2.548 -0.992 1.080
H 2.953 0.938 0.734
H -1.402 1.843 1.187
H -2.589 0.424 1.127
H 0.874 -1.998 -0.370
H 0.875 -1.251 -1.941
H -2.067 0.823 -1.468
H -1.775 -1.617 -0.575
H -0.808 -1.047 1.913

Cartesian forces (eV/Å) of the 2 atoms listed first:
C -2.84 0.39 0.00
C -1.72 1.22 -0.34

Energy relative to the best compared isomer or geometry (same formula, charge and spin) (kcal per mole): 228.5
Highest occupied orbital energy (spin up / spin down) (eV): -7.78 / -7.78
Molecular weight (g/mol): 126.22
Orbital gap (spin up / spin down) (eV): 7.993 / 7.992
Total energy (eV): -18246.3063



No. 4
The following is a quantum chemistry calculation of 2 unconnected molecules or ions with the total composition C7H11BO at a distorted geometry, from the Open Molecules 2025 dataset.

Cartesian coordinates (Å):
B -0.362 0.019 -0.419
C 4.766 0.553 1.829
C 4.110 0.097 0.917
C -0.623 0.580 0.950
C -2.168 0.580 1.171
C -1.731 -0.664 -0.901
C -2.171 -0.404 -2.315
C 3.418 -0.575 -0.085
O -2.723 -0.239 0.045
H 5.254 1.085 2.556
H -0.122 -0.021 1.593
H -0.247 1.694 1.140
H -2.570 0.257 2.239
H -2.729 1.523 1.007
H -1.566 -1.737 -0.754
H -3.223 -0.391 -2.462
H -1.748 -1.265 -2.844
H -1.805 0.479 -2.701
H 2.446 -0.088 -0.281
H 3.793 -1.483 -0.687

Cartesian forces (eV/Å) of the 2 atoms listed first:
B -1.14 -0.65 -1.16
C -0.81 -0.28 -0.95

Energy relative to the best compared isomer or geometry (same formula, charge and spin) (kcal per mole): 11.9
Highest occupied orbital energy (spin up / spin down) (eV): -8.13 / -9.35
Expectation value of S²: 2.03
2S+1: 3
Molecular weight (g/mol): 121.98
Orbital gap (spin up / spin down) (eV): 8.580 / 8.670
Total energy (eV): -10153.4643



No. 5
The following is a quantum chemistry calculation of a molecular structure, C7H11Br2F3O5S at a distorted geometry, from the Open Molecules 2025 dataset.

Cartesian coordinates (Å):
C -1.957 2.070 -4.619
C -1.677 0.539 -4.869
Br -3.425 -0.379 -5.034
C -0.735 -0.091 -3.794
Br 0.265 -1.565 -4.726
O -1.453 -0.590 -2.652
S -0.377 -1.593 -1.777
O 0.800 -0.775 -1.352
O -1.169 -1.942 -0.345
H -2.729 2.241 -3.842
H -2.300 2.490 -5.588
H -0.975 2.548 -4.375
H -1.132 0.480 -5.840
H -0.038 0.698 -3.438
H -0.584 -2.515 0.175
C -0.203 -0.503 2.281
C 1.260 -0.111 2.301
O 1.611 0.499 3.555
C 1.869 -0.343 4.557
O 1.825 -1.533 4.477
C 2.272 0.434 5.806
F 1.469 1.480 6.030
F 3.518 0.913 5.700
F 2.236 -0.323 6.900
H -0.834 0.357 2.514
H -0.481 -0.890 1.299
H -0.417 -1.268 3.030
H 1.453 0.635 1.531
H 1.909 -0.964 2.095

Cartesian forces (eV/Å) of the 2 atoms listed first:
C 0.41 -0.73 -0.38
C -0.03 1.04 0.28

Highest occupied orbital energy (eV): -10.32
Molecular weight (g/mol): 424.03
Orbital gap (eV): 10.450
Total energy (eV): -176746.2409



No. 6
The following is a quantum chemistry calculation of a molecular structure, C7H11CeI2N2O5S at a distorted geometry, from the Open Molecules 2025 dataset.

Cartesian coordinates (Å):
C 0.515 1.679 -3.387
I 0.287 4.572 0.715
H -0.474 2.181 -3.270
H 0.823 1.307 -4.370
H 1.237 2.435 -3.078
C -1.311 -2.438 -1.982
C -0.476 -0.377 -2.280
N -0.262 -1.591 -1.690
H -3.171 -2.042 -3.134
I -2.573 1.612 -0.077
N -1.686 -0.495 -2.927
H -1.355 -3.459 -1.635
Ce 0.335 1.755 0.354
C 0.591 0.609 -2.417
O 1.600 0.493 -1.649
C -2.209 -1.759 -2.726
C -2.524 0.528 -3.497
H -3.235 0.939 -2.761
H -3.134 0.017 -4.245
H -1.956 1.346 -3.959
C 0.838 -2.006 -0.872
H 1.462 -2.702 -1.442
H 0.439 -2.535 -0.006
H 1.444 -1.164 -0.538
O 2.149 0.314 0.934
S 1.352 0.153 2.231
O 1.950 -0.729 3.163
O 1.121 1.613 2.645
O -0.034 -0.247 1.748

Cartesian forces (eV/Å) of the 2 atoms listed first:
C -0.52 1.63 -0.13
I 0.13 2.37 0.19

Energy relative to the best compared isomer or geometry (same formula, charge and spin) (kcal per mole): 0.0
Highest occupied orbital energy (spin up / spin down) (eV): 1.12 / 1.12
Expectation value of S²: 0.75
2S+1: 2
Total charge: -2
Molecular weight (g/mol): 629.17
Orbital gap (spin up / spin down) (eV): 3.475 / 3.478
Total energy (eV): -60624.9307



No. 7
The following is a quantum chemistry calculation of a single C7H11F molecule at a distorted geometry, from the Open Molecules 2025 dataset.

Cartesian coordinates (Å):
C 0.712 -1.102 0.861
C -0.246 -0.252 1.191
C 1.020 -1.085 -0.594
C -1.071 0.135 -0.070
C -0.119 -0.140 -1.244
C -0.752 0.421 2.461
C 0.462 1.008 -1.927
F -0.729 -0.951 -2.154
H 1.384 -1.636 1.550
H 2.019 -0.542 -0.810
H 1.182 -2.028 -1.046
H -1.936 -0.574 0.040
H -1.427 1.161 -0.016
H -1.751 0.730 2.253
H -0.112 1.304 2.530
H -0.542 -0.381 3.142
H -0.167 1.656 -2.520
H 1.198 0.711 -2.584
H 0.875 1.567 -1.063

Cartesian forces (eV/Å) of the 2 atoms listed first:
C 1.19 0.04 0.85
C -1.56 1.34 -1.33

Energy relative to the best compared isomer or geometry (same formula, charge and spin) (kcal per mole): 19.1
Highest occupied orbital energy (eV): -8.88
Molecular weight (g/mol): 114.16
Orbital gap (eV): 9.839
Total energy (eV): -10153.5733



No. 8
The following is a quantum chemistry calculation of a single C7H11F2NO2 molecule at a distorted geometry, from the Open Molecules 2025 dataset.

Cartesian coordinates (Å):
C -2.495 2.128 -0.340
C 0.087 -0.662 2.041
C -1.686 1.319 0.387
C 0.408 -0.136 0.866
C 0.563 -1.208 -1.449
C 3.152 0.690 0.182
C 1.339 -0.793 -0.217
N -0.365 1.419 0.442
O 2.153 -1.832 0.249
O 2.166 0.311 -0.629
F 4.366 0.289 -0.252
F 3.173 2.022 0.288
H -3.525 2.327 -0.112
H -2.242 2.862 -1.052
H -0.528 -0.189 2.686
H 0.707 -1.392 2.545
H -2.165 0.794 1.083
H -0.505 -1.525 -1.253
H 0.561 -0.317 -2.135
H 1.045 -2.067 -1.986
H 3.018 0.150 1.242
H 0.084 2.024 -0.299
H 2.443 -2.475 -0.383

Cartesian forces (eV/Å) of the 2 atoms listed first:
C -0.12 -0.36 0.69
C 2.63 -0.18 -1.74

Energy relative to the best compared isomer or geometry (same formula, charge and spin) (kcal per mole): 34.2
Highest occupied orbital energy (eV): -8.06
Molecular weight (g/mol): 179.17
Orbital gap (eV): 8.681
Total energy (eV): -18453.7539



No. 9
The following is a quantum chemistry calculation of a molecular structure, C7H11N at a distorted geometry, from the Open Molecules 2025 dataset.

Cartesian coordinates (Å):
C -2.571 -0.056 0.275
C -1.309 0.256 -0.604
C 1.158 -0.258 -0.979
C 1.743 -1.192 0.127
C 0.653 -0.407 0.909
C 1.218 1.017 0.855
C 1.483 1.117 -0.458
H -2.349 0.035 1.348
H -2.864 -1.111 0.243
H -3.456 0.502 0.009
H -1.650 0.140 -1.615
H -1.027 1.286 -0.513
H 1.265 -0.460 -2.041
H 2.817 -1.076 0.318
H 1.515 -2.226 -0.158
H 0.275 -0.782 1.900
H 1.443 1.697 1.676
H 1.837 2.046 -0.954
N -0.181 -0.528 -0.339

Cartesian forces (eV/Å) of the 2 atoms listed first:
C 1.28 -1.00 0.64
C -1.95 0.78 0.70

Energy relative to the best compared isomer or geometry (same formula, charge and spin) (kcal per mole): 74.2
Highest occupied orbital energy (eV): -8.43
Molecular weight (g/mol): 109.17
Orbital gap (eV): 9.591
Total energy (eV): -8924.5100



No. 10
The following is a quantum chemistry calculation of a single C7H11N molecule at a distorted geometry, from the Open Molecules 2025 dataset.

Cartesian coordinates (Å):
C -1.163 1.368 -0.255
C 1.915 0.325 -0.306
C 1.231 -0.986 -0.494
C -0.253 -1.025 -0.200
C -0.822 -0.639 1.182
C -1.831 0.252 0.468
C -1.200 -0.032 -0.883
H -1.827 2.144 -0.673
H -0.242 1.713 0.251
H 1.763 1.064 -1.116
H 1.781 -1.639 0.229
H 1.534 -1.410 -1.462
H -0.543 -2.069 -0.414
H -0.144 -0.036 1.813
H -1.267 -1.450 1.770
H -2.868 0.390 0.795
H -1.644 -0.195 -1.890
H 2.962 1.595 0.506
N 2.618 0.632 0.677

Cartesian forces (eV/Å) of the 2 atoms listed first:
C 0.86 -0.28 0.50
C -1.13 0.54 -2.01

Energy relative to the best compared isomer or geometry (same formula, charge and spin) (kcal per mole): 61.0
Highest occupied orbital energy (eV): -9.70
Molecular weight (g/mol): 109.17
Orbital gap (eV): 10.809
Total energy (eV): -8925.0847